[1]
Density functional theory data (ωB97M-V with the def2-TZVPD basis set) for 2 unconnected molecules or ions with the total composition C21H19N3O.

```
44
C21H19N3O ωB97M-V with the def2-TZVPD basis set
O -2.48462 2.01767 5.23436
C -1.88959 1.67066 4.22903
C -1.15953 0.42582 3.99580
N -0.52195 0.06470 2.82989
C 0.06860 -1.12847 3.11892
C -0.26811 -1.48429 4.46491
N -1.02509 -0.49891 4.99694
H -1.82281 2.30401 3.31250
H 0.69543 -1.70408 2.44220
H 0.00091 -2.38268 5.00647
C 4.84488 -1.39004 -0.10662
N 3.46549 -1.01308 -0.35569
C 2.43093 -1.89258 -0.36703
C 1.23133 -1.21472 -0.71103
C -0.00341 -1.80524 -0.95503
C -1.24205 -1.11951 -1.17753
C -1.70158 -0.05392 -0.35593
C -2.86991 0.62743 -0.67652
C -3.62523 0.27292 -1.80310
C -4.85011 1.04989 -2.17149
C -3.21842 -0.81853 -2.58186
C -2.06785 -1.51730 -2.26450
C 1.61190 0.18998 -0.89877
C 0.94123 1.30297 -1.37722
C 1.64106 2.50815 -1.53694
C 3.01435 2.58776 -1.25923
C 3.72423 1.45149 -0.83183
C 3.00341 0.27669 -0.65759
H 5.46896 -0.49736 -0.16999
H 4.94933 -1.84339 0.88811
H 5.19132 -2.13195 -0.84018
H 2.58258 -2.94967 -0.17041
H -0.00196 -2.89039 -1.08270
H -1.13210 0.21300 0.54168
H -3.20357 1.46441 -0.05916
H -5.38473 0.56068 -2.98914
H -5.53621 1.14547 -1.32416
H -4.60688 2.06796 -2.49663
H -3.82271 -1.11020 -3.44334
H -1.74432 -2.36733 -2.86775
H -0.11000 1.21784 -1.63007
H 1.10412 3.39125 -1.88479
H 3.52953 3.54080 -1.38208
H 4.79318 1.46208 -0.63250
```

Spin multiplicity: 1
ΔE to the lowest compared entry with this formula, charge and spin: 4.162 eV
E: -28600.0898 eV
HOMO: -6.175 eV
Gap between HOMO and LUMO: 3.50 eV
Max |F|: 2.13 eV Å⁻¹
Charge: 0

Atom charges from the natural (NBO) analysis, given in e for atoms 1 to 8: number 1, O, carries -0.562; number 2, C, carries 0.395; number 3, C, carries 0.085; number 4, N, carries -0.552; number 5, C, carries -0.164; number 6, C, carries -0.124; number 7, N, carries -0.453; number 8, H, carries 0.076

[2]
Density functional theory data (ωB97M-V with the def2-TZVPD basis set) for a single C21H19NO4S molecule.

```
46
C21H19NO4S ωB97M-V with the def2-TZVPD basis set
O -0.94507 2.60719 2.35686
O 5.61794 -2.30529 -1.59783
O 4.29970 2.70382 0.12670
O -2.24079 0.81319 1.97845
S 5.04430 0.05897 -2.55533
C -1.18961 1.58514 1.76769
C 5.89075 -1.50353 -2.48009
C 3.94142 1.86688 -0.71953
C 0.79652 2.03385 0.37147
C 1.52006 1.47015 -0.63539
C -6.77560 -1.04988 1.91370
C 0.37806 -2.00871 -1.77291
C -0.69381 -2.09280 -0.90843
C -5.81051 -1.53315 2.83282
C -6.56375 0.12028 1.16122
C 1.21569 -0.87596 -1.73990
C -0.96150 -1.04535 -0.02671
C -4.69277 -0.77625 3.09867
C -5.43991 0.86951 1.44251
C 0.88270 0.16820 -0.87382
C -0.17393 0.07437 0.01736
C -4.49423 0.46238 2.43272
N -0.23621 1.22864 0.78787
C 6.86649 -1.85875 -3.58038
C 4.68145 0.50782 -0.80727
C 2.61542 2.06874 -1.45170
C -3.31536 1.33636 2.73397
H 1.03056 2.97854 0.81355
H -7.65508 -1.66096 1.69873
H 0.56684 -2.87236 -2.44365
H -1.26762 -3.02209 -0.94544
H -5.96970 -2.45750 3.40452
H -7.32805 0.40229 0.42727
H 2.06348 -0.79505 -2.40430
H -1.79063 -1.12669 0.66507
H -3.99986 -1.10308 3.86774
H -5.35477 1.79679 0.88534
H 6.39596 -1.69036 -4.54946
H 7.25469 -2.88157 -3.47358
H 7.72129 -1.20534 -3.42671
H 4.05325 -0.25548 -0.32203
H 5.58265 0.59308 -0.25927
H 2.64442 1.59888 -2.43357
H 2.40424 3.11503 -1.56765
H -3.50387 2.39738 2.40565
H -3.06524 1.26269 3.78508
```

Spin multiplicity: 1
ΔE to the lowest compared entry with this formula, charge and spin: 0.000 eV
Structure (SMILES): CC(=O)SCC(=O)Cc1cn(C(=O)OCc2ccccc2)c2ccccc12
E: -42600.5007 eV
HOMO: -8.237 eV
Gap between HOMO and LUMO: 8.79 eV
Max |F|: 2.93 eV Å⁻¹
Charge: 0

Atom charges from the natural (NBO) analysis, given in e for atoms 1 to 8: number 1, O, carries -0.611; number 2, O, carries -0.545; number 3, O, carries -0.526; number 4, O, carries -0.499; number 5, S, carries 0.165; number 6, C, carries 0.921; number 7, C, carries 0.415; number 8, C, carries 0.604

[3]
Density functional theory data (ωB97M-V with the def2-TZVPD basis set) for a molecular structure, C21H20CaN4O5.

```
51
C21H20CaN4O5 ωB97M-V with the def2-TZVPD basis set
Ca 0.62996 0.86338 0.39228
O 2.73424 -0.33748 -0.34431
C 3.62491 -0.64748 0.73253
C 3.85065 0.56353 1.61648
N 2.58145 1.15158 2.04514
C 2.10640 0.63639 3.32704
C 0.57580 0.74275 3.50732
O 0.11296 0.36386 4.57610
O -0.08022 1.18125 2.49695
C 2.65322 2.61580 2.01051
C 2.75524 3.14686 0.56636
O 3.29137 4.22291 0.37188
O 2.22773 2.37706 -0.33220
H 2.95177 0.56631 -0.65104
H 3.15982 -1.46074 1.28964
H 4.57574 -1.01037 0.33336
H 4.48678 0.29664 2.46985
H 4.40154 1.30869 1.03730
H 2.34629 -0.42837 3.39199
H 2.59645 1.12280 4.17992
H 1.73531 3.01648 2.44670
H 3.49563 3.00452 2.59419
C -0.68011 3.88522 -3.10630
C -2.03360 3.67821 -3.30010
C -2.70156 2.77980 -2.48639
C -1.99142 2.10685 -1.50119
N -0.67089 2.27804 -1.34070
C -0.03466 3.15855 -2.11650
C -2.65627 1.17641 -0.54373
C -4.03304 1.17891 -0.34160
C -4.56459 0.31271 0.59578
C -3.72096 -0.51990 1.30830
C -2.35526 -0.45278 1.06148
N -1.85290 0.37521 0.14894
C -1.39235 -1.32808 1.78359
C -1.67431 -1.82096 3.04925
C -0.76626 -2.67202 3.65214
C 0.37882 -3.02782 2.96164
C 0.59362 -2.46089 1.71627
N -0.25130 -1.60843 1.14199
H -0.12407 4.59117 -3.70630
H -2.56987 4.21193 -4.07389
H -3.75735 2.60150 -2.63092
H 1.02410 3.27192 -1.91463
H -4.67517 1.85617 -0.88470
H -5.63170 0.29046 0.77294
H -4.11262 -1.21683 2.03459
H -2.55817 -1.49884 3.57925
H -0.94623 -3.03769 4.65365
H 1.10948 -3.70432 3.38241
H 1.48595 -2.69771 1.14906
```

Spin multiplicity: 1
ΔE to the lowest compared entry with this formula, charge and spin: 0.009 eV
E: -56743.8373 eV
HOMO: -8.620 eV
Gap between HOMO and LUMO: 8.17 eV
Max |F|: 0.22 eV Å⁻¹
Charge: 0

Atom charges from the natural (NBO) analysis, given in e for atoms 1 to 8: number 1, Ca, carries 1.803; number 2, O, carries -0.785; number 3, C, carries -0.068; number 4, C, carries -0.254; number 5, N, carries -0.511; number 6, C, carries -0.351; number 7, C, carries 0.775; number 8, O, carries -0.687

[4]
Density functional theory data (ωB97M-V with the def2-TZVPD basis set) for a gas-phase ion, C21H20Cl3NP (charge +1).

```
46
C21H20Cl3NP ωB97M-V with the def2-TZVPD basis set
C -1.51128 -2.93585 -3.23029
N -0.29927 -2.35693 -2.61128
C 0.85910 -2.99700 -3.25934
C -0.26562 -1.07306 -2.16534
H -1.32518 -4.01341 -3.43639
H -2.36156 -2.84815 -2.55870
H -1.72372 -2.47023 -4.21721
H 0.60977 -4.05921 -3.46217
H 1.07208 -2.54322 -4.25215
H 1.72964 -2.96027 -2.60653
H 0.62281 -0.43818 -2.54095
H -1.23872 -0.52304 -2.20064
Cl 5.06264 3.71172 0.45725
C 3.66714 2.76773 0.17238
C 3.77992 1.52678 -0.46728
C 2.62777 0.73922 -0.64227
C 1.37661 1.18217 -0.21254
P -0.07983 0.04574 -0.31949
C 0.12991 -0.98584 1.16383
C -0.78106 -2.01751 1.41414
C -0.73727 -2.73747 2.61049
C 0.22395 -2.43461 3.57464
Cl 0.26028 -3.26702 5.05113
C 1.17203 -1.42532 3.33365
C 1.11218 -0.70770 2.14165
C -1.44646 1.18813 0.19001
C -2.00802 2.07883 -0.73262
C -2.96754 3.02545 -0.34097
C -3.35488 3.09977 1.00032
Cl -4.48112 4.27299 1.50126
C -2.82439 2.20700 1.94343
C -1.87925 1.27275 1.53540
C 1.29127 2.45794 0.39547
C 2.41688 3.25229 0.59104
H 4.75038 1.16230 -0.78353
H 2.73233 -0.24677 -1.05243
H -1.57180 -2.20333 0.70723
H -1.48072 -3.50625 2.81580
H 1.91514 -1.19079 4.11063
H 1.80518 0.13745 2.01026
H -1.64732 2.09114 -1.75134
H -3.37446 3.73483 -1.06586
H -3.13826 2.29637 2.99248
H -1.41806 0.64341 2.30152
H 0.33344 2.81911 0.79559
H 2.36532 4.22808 1.09971
```

Spin multiplicity: 1
E: -70440.2370 eV
HOMO: -11.666 eV
Gap between HOMO and LUMO: 8.20 eV
Max |F|: 3.30 eV Å⁻¹
Charge: +1

Atom charges from the natural (NBO) analysis, given in e for atoms 1 to 8: number 1, C, carries -0.409; number 2, N, carries -0.425; number 3, C, carries -0.414; number 4, C, carries -0.221; number 5, H, carries 0.223; number 6, H, carries 0.216; number 7, H, carries 0.204; number 8, H, carries 0.224